[1]
# C45H45ClIN6O4P2RbS

A molecular structure, C45H45ClIN6O4P2RbS in a non-equilibrium geometry (ωB97M-V/def2-TZVPD, the Open Molecules 2025 dataset).

Output
Maximum force = 1.15 eV Å⁻¹

```
106
Properties=species:S:1:pos:R:3:forces:R:3:mulliken_charge:R:1
Rb -0.028 1.940 -0.520 0.38 0.18 -0.33 0.93
C -4.328 -4.509 3.107 0.02 0.04 0.03 -0.68
S -4.870 -2.833 3.499 0.02 0.02 -0.02 -0.09
C -3.285 -1.978 3.743 0.01 -0.09 -0.02 -1.27
C -2.791 -1.170 2.548 0.00 0.03 -0.06 -0.66
C -2.360 -2.047 1.381 -0.09 -0.22 0.26 -0.41
N -1.685 -1.322 0.293 0.14 0.06 -0.06 0.72
P -2.574 -0.635 -1.058 -0.14 0.16 -0.21 -0.26
C -4.175 -1.513 -0.926 0.08 -0.08 0.06 -0.06
C -4.309 -2.665 -1.701 0.04 0.02 0.02 -0.09
C -5.461 -3.430 -1.639 -0.03 -0.06 -0.02 -0.79
C -6.502 -3.044 -0.807 -0.03 -0.04 -0.01 -0.49
C -6.386 -1.893 -0.043 -0.03 0.04 0.05 -0.83
C -5.229 -1.131 -0.101 -0.01 0.01 -0.04 0.28
C -3.100 1.032 -0.510 -0.21 -0.09 0.07 0.53
C -2.749 1.686 0.666 -0.16 -0.15 0.06 0.05
C -3.250 2.945 0.957 0.00 0.06 0.00 -0.62
C -4.108 3.572 0.068 0.02 0.01 0.03 -0.69
C -4.445 2.944 -1.123 -0.01 0.00 -0.01 -0.78
C -3.940 1.688 -1.412 0.01 -0.02 -0.03 -0.86
P -0.134 -1.849 -0.114 -0.13 0.16 0.11 1.93
C -0.354 -3.676 -0.045 0.15 0.16 0.00 0.28
C -0.020 -4.478 1.039 0.13 -0.10 0.04 -0.20
C -0.249 -5.846 1.002 0.00 -0.02 0.03 -0.92
C -0.806 -6.427 -0.127 -0.01 0.00 -0.02 -0.52
C -1.127 -5.636 -1.221 -0.03 -0.10 -0.01 -0.82
C -0.902 -4.271 -1.177 -0.13 0.00 -0.13 -0.58
C 1.133 -1.550 1.136 -0.16 -0.05 -0.03 0.73
C 2.435 -1.347 0.690 -0.07 0.00 -0.08 -0.75
C 3.462 -1.161 1.596 0.04 0.02 0.00 -0.56
C 3.197 -1.171 2.957 0.00 0.01 0.05 -0.69
C 1.902 -1.370 3.407 0.03 0.01 0.03 -1.14
C 0.871 -1.563 2.501 -0.03 -0.01 -0.02 0.03
H -5.230 -5.110 3.006 -0.01 -0.01 0.00 0.38
H -3.727 -4.918 3.918 0.00 -0.01 0.00 0.30
H -3.773 -4.561 2.173 0.04 0.03 -0.08 0.09
H -2.547 -2.728 4.043 0.01 0.01 0.02 0.37
H -3.430 -1.317 4.598 -0.01 0.02 -0.02 0.49
H -1.951 -0.545 2.869 0.00 0.02 -0.01 0.20
H -3.581 -0.493 2.224 -0.02 0.10 -0.01 0.45
H -3.232 -2.572 0.985 0.04 -0.07 0.05 0.18
H -1.685 -2.826 1.751 -0.14 0.14 0.01 0.46
H -3.500 -2.957 -2.361 0.01 0.00 -0.02 0.36
H -5.553 -4.322 -2.246 0.00 -0.01 -0.01 0.44
H -7.406 -3.636 -0.759 -0.01 -0.01 0.00 0.40
H -7.193 -1.591 0.610 -0.02 0.01 0.01 0.43
H -5.147 -0.234 0.498 -0.01 0.04 0.01 0.25
H -2.046 1.232 1.352 -0.05 -0.14 0.12 0.68
H -2.942 3.450 1.861 0.04 0.05 0.00 0.41
H -4.484 4.561 0.291 0.00 0.04 0.00 0.41
H -5.094 3.439 -1.834 -0.01 0.01 -0.01 0.45
H -4.208 1.203 -2.346 0.00 0.00 0.01 0.48
H 0.435 -4.042 1.920 0.00 0.00 -0.01 0.42
H 0.013 -6.456 1.856 0.00 -0.02 0.01 0.46
H -0.981 -7.494 -0.158 0.00 -0.02 0.00 0.42
H -1.550 -6.082 -2.111 -0.01 -0.02 0.00 0.44
H -1.155 -3.658 -2.034 0.00 -0.02 0.01 0.50
H 2.623 -1.297 -0.372 0.01 0.01 -0.02 0.09
H 4.468 -0.977 1.240 0.02 0.00 -0.01 0.45
H 3.997 -1.006 3.666 0.01 0.00 0.02 0.44
H 1.689 -1.362 4.468 0.00 0.00 0.02 0.42
H -0.136 -1.706 2.869 -0.01 -0.01 0.01 0.32
Cl 2.157 9.236 -1.078 0.05 0.11 -0.02 -0.31
C 1.381 7.723 -0.695 -0.07 -0.02 0.07 0.60
C 0.450 7.679 0.308 0.15 0.12 -0.12 -0.47
C -0.186 6.485 0.629 -0.15 -0.06 0.09 -0.01
I -1.605 6.461 2.159 -0.01 0.02 0.01 -0.06
C 0.049 5.266 -0.027 0.05 0.08 0.03 -0.06
O -0.540 4.189 0.246 -0.26 0.88 0.31 -0.22
C 1.070 5.334 -1.081 0.04 0.24 0.06 -0.19
N 1.368 4.178 -1.714 0.04 -0.01 -0.10 0.01
C 2.264 4.187 -2.670 0.06 -0.06 -0.05 -0.38
C 2.947 5.342 -3.085 -0.05 0.05 0.07 -0.89
C 2.673 6.522 -2.452 0.01 -0.07 -0.04 -0.82
C 1.718 6.553 -1.414 -0.04 0.01 0.06 0.25
H 0.207 8.581 0.853 0.02 0.03 -0.01 0.40
H 2.472 3.232 -3.146 0.01 0.00 0.00 0.47
H 3.672 5.287 -3.885 0.01 0.00 -0.01 0.38
H 3.176 7.437 -2.733 0.01 0.00 -0.01 0.43
N 3.765 1.217 -1.255 -0.04 0.05 0.07 -0.74
C 4.055 0.525 -2.134 -0.05 0.07 0.25 0.54
N 4.345 -0.281 -3.136 -0.02 -0.04 -0.25 -0.04
C 4.479 -1.715 -2.872 0.09 -0.16 0.01 -0.26
C 5.947 -2.064 -2.660 -0.11 -0.01 0.04 -0.60
O 6.725 -1.637 -3.762 0.01 -0.01 -0.03 -0.39
C 6.659 -0.233 -3.928 -0.08 0.09 -0.01 -0.47
C 5.226 0.211 -4.199 0.16 0.01 -0.09 -0.70
H 4.088 -2.249 -3.741 0.03 0.01 0.03 0.29
H 3.876 -1.979 -2.005 0.00 -0.02 -0.02 0.13
H 6.081 -3.142 -2.576 -0.02 0.02 0.00 0.39
H 6.314 -1.590 -1.737 -0.02 -0.01 -0.02 0.31
H 7.307 0.015 -4.768 -0.03 0.01 0.02 0.37
H 7.041 0.269 -3.027 -0.02 -0.01 -0.03 0.29
H 4.874 -0.211 -5.143 0.03 0.01 0.03 0.32
H 5.149 1.296 -4.249 0.01 -0.02 -0.01 0.42
N 2.860 2.091 1.471 0.14 0.06 0.06 0.42
C 3.567 2.603 2.493 0.03 0.06 0.05 -0.40
C 2.741 2.593 3.595 0.10 0.03 -0.04 -1.10
C 1.541 2.046 3.119 -0.04 -0.01 0.00 -0.49
N 1.623 1.738 1.835 -0.09 -0.07 0.02 0.12
H 3.176 1.940 0.518 -0.03 -0.03 0.02 0.21
H 4.579 2.942 2.359 0.02 0.01 0.00 0.51
H 2.965 2.946 4.585 0.02 0.02 0.04 0.43
H 0.622 1.875 3.655 -0.03 -0.01 0.01 0.55
O 0.242 -0.395 -1.081 0.14 -1.14 -0.06 -0.43
O 0.370 -1.788 -1.615 0.22 -0.33 -0.26 -0.71
```
Positions in Å, forces in eV/Å.

=====

[2]
# C5H10S

C5H10S in the gas phase in a non-equilibrium geometry (ωB97M-V/def2-TZVPD, the Open Molecules 2025 dataset).

Output
Maximum force = 4.04 eV Å⁻¹
Structure (SMILES) = CC1(S)CCC1

```
16
Properties=species:S:1:pos:R:3:forces:R:3:mulliken_charge:R:1
C -0.092 0.126 1.742 0.65 -0.82 1.40 -1.54
C 0.326 0.322 0.302 -3.15 -1.20 -0.58 1.04
S 1.312 1.708 0.033 0.35 1.65 -0.76 -0.24
C -0.964 0.567 -0.587 -0.63 -3.04 0.25 -1.04
C -0.429 -0.636 -1.608 -3.03 2.25 1.44 -0.49
C 0.575 -0.941 -0.569 1.71 -0.38 1.32 -0.74
H -0.811 -0.703 1.877 0.25 0.26 -0.37 0.38
H 0.744 -0.104 2.464 -0.53 0.33 -0.85 0.36
H -0.586 1.025 2.103 0.03 0.17 0.04 0.36
H 2.388 1.157 0.485 1.52 -0.35 0.58 0.12
H -1.921 0.286 -0.041 1.22 0.17 -0.62 0.24
H -1.106 1.532 -0.976 -0.02 1.30 -0.71 0.45
H -0.093 -0.176 -2.473 1.00 0.75 -1.68 0.24
H -1.248 -1.308 -1.902 0.62 -0.26 0.43 0.28
H 0.278 -1.810 -0.016 0.01 -0.60 0.48 0.27
H 1.625 -1.043 -0.834 0.00 -0.25 -0.37 0.33
```
Positions in Å, forces in eV/Å.

=====

[3]
# C58H52N2O8PS2W

A molecular structure, C58H52N2O8PS2W (ωB97M-V/def2-TZVPD, the Open Molecules 2025 dataset).

Output
Maximum force = 0.96 eV Å⁻¹
Charge = +1

```
124
Properties=species:S:1:pos:R:3:forces:R:3:mulliken_charge:R:1
W -0.707 -0.024 -0.227 0.84 0.07 0.47 0.59
O -2.997 2.035 2.518 -0.06 0.06 0.07 -0.64
C -1.984 1.682 2.010 0.09 -0.09 -0.17 0.44
O -1.991 0.851 0.914 -0.17 0.00 -0.01 -0.31
C -0.579 2.046 2.437 0.04 -0.08 0.03 -0.80
P 0.409 0.538 2.145 -0.18 -0.08 -0.18 0.64
C -0.078 -0.492 3.555 0.10 0.08 0.10 0.53
C 0.456 -0.189 4.812 0.02 -0.04 0.01 -0.55
C 0.037 -0.884 5.933 -0.02 -0.02 -0.01 -0.86
C -0.931 -1.875 5.812 0.01 0.01 0.01 -0.77
C -1.483 -2.157 4.574 -0.01 -0.01 0.00 -0.69
C -1.062 -1.469 3.444 -0.08 0.01 -0.07 0.77
C 2.164 0.915 2.286 -0.04 0.13 -0.05 0.69
C 3.045 0.029 2.903 0.00 -0.04 -0.02 -0.30
C 4.405 0.304 2.915 -0.01 -0.02 0.01 -0.87
C 4.887 1.455 2.309 0.02 0.01 0.00 -0.71
C 4.014 2.330 1.678 0.01 0.00 -0.02 -0.74
C 2.655 2.062 1.660 0.01 -0.03 0.02 -0.69
H -0.572 2.385 3.470 0.00 0.00 0.03 0.57
H -0.241 2.844 1.772 -0.02 0.05 -0.01 0.62
H 1.205 0.587 4.916 -0.01 0.00 0.00 0.52
H 0.459 -0.649 6.901 -0.01 0.00 -0.01 0.46
H -1.260 -2.416 6.690 0.00 0.00 -0.01 0.43
H -2.253 -2.912 4.477 0.01 0.01 0.01 0.55
H -1.522 -1.695 2.491 0.04 0.00 0.02 -0.23
H 2.672 -0.868 3.380 0.00 0.01 0.01 0.49
H 5.086 -0.381 3.403 0.00 0.01 0.00 0.43
H 5.948 1.669 2.324 -0.02 0.00 0.00 0.40
H 4.391 3.222 1.195 0.00 -0.01 0.01 0.47
H 1.983 2.740 1.149 0.00 0.00 0.01 0.25
O -2.495 0.473 -3.590 -0.04 0.07 0.02 -0.50
C -2.500 -0.576 -2.769 0.07 0.10 0.10 -0.77
O -1.869 -0.308 -1.594 -0.23 -0.43 0.09 1.64
C -2.966 -1.794 -3.070 -0.05 0.09 -0.10 0.48
C -3.350 -2.029 -4.464 0.00 -0.02 -0.03 -1.32
C -3.399 -3.279 -4.954 -0.01 0.06 -0.01 -0.58
C -3.055 -4.421 -4.117 -0.01 -0.03 0.05 -0.57
C -2.976 -4.277 -2.793 -0.01 -0.08 -0.04 -0.80
C -3.363 -2.955 -2.176 -0.04 -0.02 0.10 -0.01
S -4.024 -1.539 0.222 -0.10 -0.04 0.00 -0.19
H -3.502 -1.171 -5.105 0.01 -0.02 0.00 0.53
H -3.631 -3.440 -5.999 -0.01 0.00 0.02 0.44
H -2.855 -5.378 -4.584 0.00 0.02 0.01 0.54
H -2.708 -5.101 -2.143 0.00 0.03 -0.02 0.32
C 1.983 -5.640 -2.180 0.04 -0.02 -0.01 -1.65
C 1.051 -4.631 -2.819 0.01 -0.04 0.01 1.12
C 0.624 -5.027 -4.214 0.00 0.00 -0.02 -1.54
O 1.667 -3.354 -2.878 -0.04 0.01 -0.01 -0.29
C 1.252 -2.616 -1.748 -0.04 0.06 -0.03 -0.19
C -0.190 -3.121 -1.536 0.05 -0.14 0.07 -0.54
O -0.108 -4.456 -1.985 -0.01 0.05 -0.03 -0.10
C -0.688 -3.155 -0.063 0.09 0.04 0.06 2.02
O -0.748 -1.779 0.374 -0.18 0.31 -0.33 -0.55
C 0.338 -3.886 0.797 -0.03 -0.04 -0.03 0.35
C 1.252 -3.176 1.566 0.02 0.05 0.03 0.71
C 2.232 -3.832 2.298 0.02 0.00 0.01 -0.80
C 2.313 -5.215 2.272 0.01 -0.01 -0.01 -0.99
C 1.414 -5.934 1.495 0.01 0.00 0.01 -1.02
C 0.444 -5.276 0.756 -0.05 0.01 0.01 -0.05
C -2.138 -3.615 0.138 0.03 -0.08 0.02 -1.87
C -3.269 -2.984 -0.636 -0.02 0.01 -0.02 2.61
C -4.632 -3.242 -0.034 0.03 0.06 -0.09 -1.61
C -4.813 -4.160 1.089 0.02 -0.04 0.05 -1.21
C -3.750 -4.720 1.663 -0.05 0.03 0.02 -0.95
C -2.420 -4.376 1.212 0.07 0.05 -0.03 -0.19
C 1.564 -1.126 -2.030 0.08 0.01 0.04 1.08
O 0.979 -0.358 -0.926 -0.15 0.02 -0.09 1.14
C 1.033 -0.520 -3.321 -0.03 -0.01 -0.01 0.77
C 0.222 -1.186 -4.234 0.06 -0.02 0.01 0.15
C -0.201 -0.550 -5.394 0.01 0.01 -0.04 -0.59
C 0.170 0.758 -5.652 -0.01 -0.01 -0.02 -0.75
C 0.971 1.436 -4.743 0.01 0.01 0.00 -1.05
C 1.403 0.798 -3.594 0.03 -0.03 0.01 -0.15
C 3.081 -0.986 -1.927 -0.05 -0.03 -0.08 -0.11
C 3.867 -1.162 -3.062 -0.01 0.01 -0.01 -0.55
C 5.250 -1.136 -2.968 0.00 0.00 0.00 -1.09
C 5.862 -0.937 -1.738 0.00 0.00 0.01 -0.75
C 5.082 -0.771 -0.604 0.00 0.00 0.01 -0.81
C 3.697 -0.800 -0.696 0.00 0.03 0.03 0.06
H 2.842 -5.801 -2.831 -0.01 0.00 0.01 0.46
H 1.469 -6.591 -2.034 -0.01 0.02 0.01 0.36
H 2.334 -5.278 -1.214 0.01 0.00 -0.01 0.27
H 1.484 -4.997 -4.883 0.00 0.00 0.00 0.40
H -0.144 -4.346 -4.581 0.02 0.00 0.00 0.24
H 0.218 -6.039 -4.208 0.00 0.02 0.01 0.38
H 1.852 -2.893 -0.878 0.03 0.02 0.06 0.76
H -0.899 -2.559 -2.146 -0.05 0.07 0.00 0.04
H 1.221 -2.095 1.585 -0.02 -0.04 -0.01 -0.66
H 2.938 -3.257 2.884 -0.01 -0.02 -0.01 0.46
H 3.074 -5.731 2.843 -0.01 0.01 0.00 0.46
H 1.473 -7.014 1.457 0.00 0.02 0.00 0.48
H -0.239 -5.846 0.142 0.00 0.01 0.01 0.61
H -4.451 -2.900 -2.339 -0.01 -0.03 -0.01 1.28
H -5.445 -3.256 -0.749 -0.03 0.01 0.00 0.71
H -5.824 -4.394 1.396 0.01 -0.01 -0.01 0.49
H -3.855 -5.423 2.480 0.00 0.01 -0.01 0.51
H -1.608 -4.739 1.822 0.04 -0.03 -0.01 0.62
H -0.069 -2.211 -4.075 0.00 -0.03 0.02 -0.49
H -0.827 -1.088 -6.095 0.01 0.00 0.02 0.49
H -0.161 1.250 -6.558 0.01 -0.01 0.01 0.44
H 1.270 2.459 -4.936 0.00 -0.02 0.01 0.46
H 2.048 1.322 -2.899 0.01 -0.02 -0.02 0.55
H 3.396 -1.324 -4.023 -0.01 0.00 0.00 0.57
H 5.850 -1.271 -3.858 -0.01 0.00 0.01 0.45
H 6.942 -0.913 -1.665 -0.02 0.00 0.00 0.43
H 5.548 -0.619 0.361 0.00 -0.01 -0.02 0.43
H 3.100 -0.669 0.198 0.01 -0.01 -0.02 -0.15
C -4.786 2.934 -2.770 -0.02 0.00 0.00 -1.32
C -3.762 3.313 -1.750 0.04 0.01 0.01 0.71
C -4.017 4.216 -0.731 -0.03 0.01 -0.02 -1.21
C -3.012 4.478 0.187 -0.03 0.03 0.01 0.94
N -1.819 3.875 0.085 0.04 0.01 -0.01 -0.31
C -1.667 3.022 -0.910 -0.07 0.01 -0.01 0.11
S -0.102 2.172 -1.030 -0.04 -0.07 0.12 -0.55
N -2.566 2.712 -1.838 0.03 -0.12 -0.01 -0.24
C -3.200 5.401 1.345 0.02 0.00 0.01 -1.31
H -5.647 3.597 -2.736 0.00 -0.01 0.00 0.47
H -5.125 1.913 -2.581 0.00 0.00 -0.01 0.21
H -4.352 2.954 -3.769 0.00 0.00 0.00 0.30
H -4.981 4.698 -0.650 0.01 0.00 0.00 0.39
H -2.409 1.297 -3.046 0.05 0.09 -0.05 0.26
H -4.128 5.963 1.267 0.00 0.00 0.00 0.40
H -2.359 6.089 1.413 -0.01 0.00 0.00 0.34
H -3.223 4.810 2.264 -0.01 0.00 -0.01 0.24
```
Positions in Å, forces in eV/Å.

=====

These records have total energy values of -4234.09724, -594.64358, -4157.50989 Ha, in the order they appear.
These records have frontier orbital gap values of 0.232, 0.364, 0.211 Ha, in the order they appear.
These records have HOMO values of -6.1, -9.0, -9.8 eV, in the order they appear.